The following is a DFT calculation (wB97M-V/def2-TZVPD) of an isolated molecule of C4H7N3S.

XYZ file:
```
15
Properties=species:S:1:pos:R:3:forces:R:3
C -2.964926 -0.856358 -0.247683 -6.9516 -4.7408 0.9820
N -2.052301 -0.082323 -0.239564 7.1187 1.9544 0.1458
N -0.729084 -0.537356 -0.008581 -0.1335 0.8210 0.7540
C 0.317616 0.387538 0.102392 2.2632 -0.6651 -1.5966
N 0.092906 1.695869 -0.343015 -5.4377 -5.3198 1.2781
C 1.553583 -0.325100 0.253347 -1.2123 -1.8220 -1.1309
C 2.906550 0.155759 0.310993 1.3925 1.5190 0.6119
S 4.439262 -0.481033 -0.369776 -3.7422 1.2951 1.7729
H -3.124676 -2.051412 0.182567 1.0600 3.3907 -1.5428
H -3.902044 -0.292176 -0.553142 0.6531 -1.3898 0.5330
H -0.341490 -1.499530 0.264663 -1.9890 1.5299 -0.4291
H 0.691282 2.412305 -0.137338 1.6121 1.9904 0.8778
H -0.995185 1.702948 -0.166766 2.5989 1.5842 -0.8205
H 1.161146 -1.491299 -0.064830 2.7213 2.9720 0.9380
H 2.947360 1.262168 1.016735 0.0464 -3.1191 -2.3737
```
Positions in Å, forces in eV/Å.

Summary:
Highest occupied orbital energy ... -7.63 eV
HOMO-LUMO gap ... 0.268 Ha
ΔE to the lowest compared entry with this formula, charge and spin ... 148.2 kcal/mol
SMILES ... C=NN/C(N)=C/C=S
F_max ... 8.47 eV/A

---

The following is a DFT calculation (wB97M-V/def2-TZVPD) of a structure of composition CH5NS.

XYZ file:
```
8
Properties=species:S:1:pos:R:3:forces:R:3
C 0.574882 -0.612619 -0.178335 0.3059 -0.6814 0.4291
N -0.324723 0.452532 -0.438409 -3.6280 0.4244 0.0477
S -2.434270 -0.147590 -0.015731 3.2211 0.3015 -0.5300
H 0.649570 -0.932739 0.867422 -0.0393 -0.0838 -0.0910
H 0.329844 -1.463613 -0.812809 0.1095 -0.0268 0.0329
H 1.555371 -0.230003 -0.490291 0.0154 -0.1121 0.0038
H -0.277561 1.160157 0.292675 0.0365 -0.1672 0.0711
H -2.773074 1.092584 0.315723 -0.0209 0.3453 0.0363
```
Positions in Å, forces in eV/Å.

Summary:
Highest occupied orbital energy ... -9.08 eV
HOMO-LUMO gap ... 0.314 Ha
ΔE to the lowest compared entry with this formula, charge and spin ... 34.3 kcal/mol
F_max ... 3.65 eV/A

---

The following is a DFT calculation (wB97M-V/def2-TZVPD) of a structure of composition C35H53Ge2O3Se2Ti.

XYZ file:
```
96
Properties=species:S:1:pos:R:3:forces:R:3
Ti 0.858430 -0.466788 0.018314 -0.1855 -0.1136 0.1780
C 0.812451 -3.624852 -2.832371 -0.0199 -0.0819 -0.1686
C -0.210481 -2.727881 -2.156736 0.0980 0.5093 0.5171
C -1.450780 -3.493264 -1.720765 -0.1039 -0.0072 -0.0928
C -0.590662 -1.557375 -3.042989 -0.0883 -0.0368 -0.1937
O 0.403295 -2.150692 -0.957090 -0.1485 -0.6439 -0.6941
Ge 1.223317 -3.328345 0.301158 0.3022 -0.3230 0.3156
O 0.819785 -1.831072 1.486141 0.0561 -0.2702 0.6525
C 0.434259 -1.997826 2.892731 0.0268 0.1587 -0.7273
C -0.778100 -2.914780 2.942978 -0.1837 0.0202 0.1556
C 1.613734 -2.588098 3.635791 0.0240 -0.0798 0.2022
C 0.090897 -0.626123 3.442950 0.0696 0.0582 0.2094
O 2.763499 -2.420125 -0.167149 0.5721 -0.1938 -0.0302
C 4.069415 -2.989084 0.074873 -0.4143 0.1980 -0.0646
C 4.346267 -3.036655 1.567420 0.0668 -0.0538 0.1886
C 5.078214 -2.082718 -0.603620 0.1504 0.0520 -0.0159
C 4.142468 -4.387562 -0.527397 0.1543 -0.1277 -0.0898
H 0.412290 -3.990856 -3.780704 0.0126 0.0291 0.0051
H 1.731317 -3.071471 -3.028357 -0.0041 0.0304 0.0038
H 1.058341 -4.499864 -2.226588 -0.0229 0.0006 0.0633
H -1.928827 -3.952556 -2.588193 -0.0090 0.0100 -0.0004
H -1.211000 -4.287884 -1.013245 0.0775 -0.0109 0.0218
H -2.167925 -2.814985 -1.255982 -0.0066 0.0409 0.0127
H -1.233430 -1.914654 -3.850624 0.0091 0.0657 -0.0368
H -1.133953 -0.809755 -2.462242 0.0077 -0.0757 -0.0209
H 0.289157 -1.081462 -3.480489 0.0048 -0.0243 0.0633
H -0.572608 -3.901331 2.526296 0.0985 0.0136 -0.0376
H -1.092475 -3.054036 3.980097 -0.0026 0.0124 -0.0223
H -1.613209 -2.476172 2.393451 -0.0007 0.0292 -0.0303
H 1.818210 -3.611137 3.316057 -0.0092 -0.0162 -0.0446
H 2.502424 -1.980345 3.473562 -0.0274 0.0157 0.0156
H 1.402960 -2.613630 4.706822 -0.0154 -0.0026 0.0051
H -0.611627 -0.105028 2.798051 -0.0500 -0.0499 -0.0049
H -0.345708 -0.744011 4.437602 -0.0117 0.0625 -0.0057
H 0.980334 0.001278 3.530448 0.0216 -0.0680 -0.0342
H 4.228814 -2.047473 2.012606 0.0211 0.0223 -0.0666
H 3.664520 -3.720436 2.075674 -0.0187 -0.0164 -0.0531
H 5.361481 -3.385832 1.761847 0.0500 0.0023 -0.0114
H 5.010881 -1.070970 -0.202573 -0.0448 0.0159 0.0205
H 6.092936 -2.446813 -0.434546 0.0165 -0.0242 0.0084
H 4.904308 -2.045698 -1.677721 -0.0200 -0.0145 -0.0299
H 3.490628 -5.096199 -0.014153 -0.0697 0.0489 0.0430
H 3.862856 -4.363079 -1.581739 -0.0190 0.0367 -0.0172
H 5.159803 -4.777991 -0.458262 0.0194 0.0112 0.0080
C 1.536111 2.797245 1.448946 -0.0484 -0.0425 0.0244
Se 2.562472 1.170013 1.123109 0.1726 -0.0798 0.0557
C 4.422816 4.154135 -0.221345 -0.0530 0.0208 -0.0831
C 3.826361 4.396293 -1.376909 0.0765 -0.0614 0.0554
Se 1.860623 1.147220 -1.739762 -0.1790 0.0816 -0.1433
C 3.526559 0.404632 -2.394226 0.1607 -0.0670 -0.0471
H 2.062606 3.354187 2.220358 -0.0557 0.0117 0.0308
H 0.528608 2.540501 1.771478 0.0587 0.0544 -0.0182
H 1.516557 3.388177 0.536978 -0.0389 -0.0135 -0.0425
H 5.310267 3.540271 -0.161620 0.0644 -0.0305 0.0115
H 4.038432 4.545592 0.709951 -0.0202 0.0394 0.0648
H 4.213074 3.987735 -2.300871 -0.0098 -0.0015 -0.0644
H 2.928108 4.994711 -1.444927 -0.0500 0.0469 0.0091
H 3.763701 0.940394 -3.311154 0.0323 -0.0558 0.0135
H 3.414141 -0.657923 -2.589069 -0.0089 0.0292 -0.0101
H 4.318319 0.560802 -1.665461 -0.0518 0.0378 0.0028
C -0.783241 0.242171 0.193653 -0.4780 0.7687 -0.1242
Ge -2.212243 1.508941 -0.025777 0.0180 -0.0038 0.0504
C -2.052629 2.975401 -1.290788 0.0414 0.1655 -0.1718
C -0.852646 3.490653 -1.768873 -0.0220 0.0752 0.0021
C -0.828964 4.571212 -2.641755 0.0108 0.0066 -0.0068
C -2.013510 5.162392 -3.048237 -0.0441 0.0064 -0.0199
C -3.222678 4.665483 -2.582436 0.0433 -0.0231 0.0285
C -3.236950 3.583011 -1.715431 -0.0615 0.0013 -0.0116
C -2.651002 2.310924 1.698278 -0.0884 0.0638 0.2682
C -2.854676 1.512166 2.825828 0.0031 -0.0441 -0.0318
C -3.146465 2.065482 4.062912 -0.0074 0.0338 0.0262
C -3.236717 3.443688 4.201117 0.0007 -0.0134 -0.0116
C -3.037548 4.255332 3.095571 -0.0064 -0.0022 0.0115
C -2.750922 3.691849 1.858393 0.0321 0.0607 -0.0425
C -3.725073 0.455906 -0.671231 -0.1957 -0.1480 -0.0733
C -3.813564 0.170861 -2.034898 0.0165 -0.0171 -0.0579
C -4.805448 -0.658890 -2.537239 -0.0178 -0.0027 0.0280
C -5.737080 -1.222890 -1.676692 -0.0009 -0.0045 -0.0185
C -5.671765 -0.945639 -0.320091 0.0010 0.0032 -0.0166
C -4.675030 -0.112989 0.174776 -0.0388 -0.0171 0.0301
H -1.287265 -0.688380 0.521097 0.1957 -0.0247 -0.0200
H 0.085311 3.053193 -1.470866 0.1066 -0.0546 0.0824
H 0.117381 4.948641 -3.007391 0.0364 -0.0063 0.0045
H -2.001440 6.003635 -3.728257 0.0247 0.0278 -0.0200
H -4.152767 5.119810 -2.896726 -0.0374 0.0048 -0.0021
H -4.192811 3.205271 -1.370580 -0.0221 -0.0385 0.0278
H -2.780992 0.433259 2.746823 0.0090 -0.0346 -0.0298
H -3.300241 1.423615 4.920926 -0.0042 -0.0217 0.0122
H -3.461151 3.880758 5.165021 -0.0028 0.0095 0.0244
H -3.104915 5.331174 3.195330 0.0006 0.0147 -0.0095
H -2.598284 4.348382 1.009401 0.0070 -0.0213 -0.0354
H -3.101066 0.607230 -2.727014 0.0238 0.0319 0.0173
H -4.854146 -0.862687 -3.599410 0.0033 0.0008 -0.0190
H -6.514871 -1.868868 -2.062791 -0.0085 -0.0122 -0.0080
H -6.402691 -1.374928 0.352749 -0.0093 -0.0013 0.0365
H -4.657159 0.096475 1.237796 0.0388 0.0378 0.0243
```
Positions in Å, forces in eV/Å.

Summary:
Highest occupied orbital energy (spin up / spin down) ... -7.24 / -7.80 eV
HOMO-LUMO gap (spin up / spin down) ... 0.285 / 0.245 Ha
ΔE to the lowest compared entry with this formula, charge and spin ... 4.7 kcal/mol
F_max ... 0.96 eV/A
Multiplicity ... 2

---

The following is a DFT calculation (wB97M-V/def2-TZVPD) of a structure of composition BrCl2OPS2.

XYZ file:
```
7
Properties=species:S:1:pos:R:3:forces:R:3
O 2.231505 0.128212 -1.827115 -0.3483 -0.8787 0.2973
P -1.212623 -0.760932 -0.062328 0.1506 0.1524 -0.2152
S 1.220944 0.288286 -0.785958 -0.0050 1.3572 -0.4894
S -0.720181 -0.278676 1.958998 -0.1180 -2.9677 -0.2164
Cl 0.131507 1.981585 -1.556492 0.0620 -0.7416 0.6599
Cl -0.471920 1.624715 2.041799 0.0839 2.3858 -0.1382
Br -1.179232 -2.983188 0.231096 0.1747 0.6926 0.1019
```
Positions in Å, forces in eV/Å.

Summary:
Highest occupied orbital energy (spin up / spin down) ... -8.44 / -9.03 eV
HOMO-LUMO gap (spin up / spin down) ... 0.248 / 0.267 Ha
ΔE to the lowest compared entry with this formula, charge and spin ... 41.0 kcal/mol
F_max ... 2.98 eV/A